Record 1
Formula: C40H72BrF3N3O6
Source: the OMol25 dataset
Level of theory: ωB97M-V with the def2-TZVPD basis set

charge	+1
LUMO level	-2.09	eV
gap between HOMO and LUMO	8.640	eV

```
125
C40H72BrF3N3O6 ωB97M-V with the def2-TZVPD basis set
Br -5.347 1.209 -4.678
F -5.056 -0.680 1.261
F -6.959 -0.429 0.359
F -5.535 -1.747 -0.533
O -3.872 -5.681 1.058
O 10.275 -2.441 -0.205
O 1.218 -1.544 2.449
O 5.299 -1.982 2.171
O -0.321 1.540 -3.965
O -6.613 -0.029 -2.582
N -5.116 0.529 -0.716
N -2.846 -0.648 -0.803
N -5.503 3.980 -3.926
C -3.161 3.170 1.355
C 0.656 3.525 -2.067
C 12.590 -2.420 0.293
C -5.131 -3.896 1.970
C -1.723 3.298 1.860
C -1.085 0.783 -3.059
C 0.124 2.504 3.346
C -4.869 3.303 -2.774
C -3.934 -0.001 -1.514
C 10.699 -1.075 -0.151
C -4.881 -4.730 0.732
C 0.884 1.428 2.526
C 5.578 -1.464 0.866
C 1.363 2.399 -2.413
C 2.006 3.820 -0.127
C -7.213 1.951 -1.574
C -8.577 1.336 -1.251
C 2.297 -0.641 2.675
C 1.048 1.547 -3.622
C 6.886 -3.411 1.145
C 6.907 -2.065 0.434
C 1.480 -2.341 1.292
C 2.412 2.021 -1.619
C 12.003 -1.055 0.633
C -3.501 1.221 -2.331
C 11.342 -3.288 0.236
C -0.741 -0.731 -3.127
C 2.743 2.716 -0.485
C -3.284 -5.329 2.320
C -5.673 -0.590 0.095
C -3.395 1.754 0.792
C 0.981 4.221 -0.933
C -1.394 2.410 3.054
C -4.933 1.721 -2.827
C -4.803 1.688 0.206
C -3.758 -3.915 2.634
C -6.037 1.002 -1.833
C 1.751 0.550 3.443
C 6.203 -3.058 2.457
C -2.560 0.969 -3.509
H -4.504 -4.104 -0.088
H -1.629 1.362 2.858
H 0.194 0.759 2.008
H -1.569 4.329 2.179
H 1.127 0.228 4.279
H 1.607 1.908 -4.487
H 1.504 1.894 1.758
H -1.647 -1.316 -3.037
H 12.647 -0.219 0.363
H -5.514 1.682 1.029
H -4.188 -0.698 -2.311
H -5.494 -2.904 1.725
H -0.157 3.843 -2.710
H 1.028 -3.319 1.452
H -5.379 3.712 -1.899
H -3.630 -6.043 3.073
H 3.082 -1.132 3.253
H -9.309 2.132 -1.399
H 11.084 -3.676 1.228
H 5.647 -3.893 2.884
H 0.343 2.450 4.409
H -7.032 2.734 -0.836
H 2.256 4.350 0.782
H 6.275 -4.121 0.582
H -6.336 -0.920 -2.332
H 11.797 -0.995 1.704
H 5.600 -0.373 0.907
H -7.353 2.487 -2.512
H 7.007 -2.141 -0.647
H 0.418 5.100 -0.644
H 2.996 1.149 -1.894
H -5.864 -4.386 2.615
H -8.694 1.054 -0.207
H -6.408 4.341 -3.655
H -2.602 1.862 -4.133
H 4.766 -1.770 0.194
H -3.272 3.857 0.510
H 13.069 -2.386 -0.688
H 7.734 -1.461 0.810
H -2.715 -1.597 -1.127
H -3.782 -3.698 3.701
H -3.843 3.663 -2.766
H 6.927 -2.707 3.199
H 0.442 3.471 2.954
H -2.598 1.552 0.082
H 11.443 -4.129 -0.449
H -4.928 4.746 -4.248
H -3.022 2.015 -1.762
H -4.961 2.640 -0.286
H 10.847 -0.721 -1.177
H 1.451 0.548 -3.427
H -0.048 -0.984 -2.327
H 7.873 -3.847 1.283
H 2.542 1.175 3.863
H -1.032 3.072 1.043
H -1.036 1.145 -2.026
H -5.773 -5.257 0.388
H 9.919 -0.471 0.315
H -2.887 0.125 -4.110
H 2.733 -0.261 1.744
H 13.321 -2.777 1.017
H -3.096 -3.187 2.154
H -2.199 -5.404 2.245
H -2.926 -0.683 0.206
H 3.579 2.365 0.106
H -3.275 1.066 1.626
H 2.552 -2.497 1.167
H -0.309 -0.910 -4.110
H -1.979 2.693 3.932
H 1.031 -1.860 0.418
H -8.874 0.529 -1.911
H -3.900 3.400 2.123
```

Mulliken population analysis, charges in e, atoms 1 to 2: atom 1 (Br): 0.04, atom 2 (F): -0.20

---

Record 2
Formula: C11H12N2
Source: the OMol25 dataset
Level of theory: ωB97M-V with the def2-TZVPD basis set

charge	+2
LUMO level	-10.46	eV
gap between HOMO and LUMO	6.563	eV

```
25
C11H12N2 ωB97M-V with the def2-TZVPD basis set
N -1.464 -0.956 0.455
N 0.969 0.237 -0.133
C -1.546 1.175 -0.738
C -0.973 0.037 -0.197
C 3.639 0.541 0.235
C 1.180 -2.153 -0.481
C -2.685 -0.891 0.777
C 1.393 1.433 0.254
C -3.584 0.210 0.276
C 3.114 -0.730 0.073
C 1.748 -0.827 -0.263
C -2.967 1.178 -0.530
C 2.756 1.617 0.267
H -4.251 0.559 1.183
H 3.043 2.572 0.442
H 0.455 -2.274 -1.342
H -4.510 -0.232 -0.034
H 3.628 -1.599 0.052
H -3.659 1.943 -0.755
H -2.967 -1.663 1.334
H -1.100 1.943 -1.285
H 4.603 0.825 0.463
H 1.990 -2.831 -0.910
H 0.611 -2.337 0.431
H 0.578 2.223 0.427
```

natural (NBO) population analysis, charges in e, atoms 1 to 2: atom 1 (N): -0.46, atom 2 (N): -0.29

---

Record 3
Formula: CH2F2N2OP
Source: the OMol25 dataset
Level of theory: ωB97M-V with the def2-TZVPD basis set

charge	+1
LUMO level	-6.09	eV
gap between HOMO and LUMO	9.886	eV

```
9
CH2F2N2OP ωB97M-V with the def2-TZVPD basis set
P -0.422 -1.315 -1.428
F -1.414 -0.395 1.384
F 0.179 -1.962 -0.108
O -0.916 0.191 -0.681
N 2.955 1.088 0.898
N 1.878 0.827 0.858
C -1.228 0.488 0.478
H 0.604 -0.566 -2.041
H -1.635 1.644 0.641
```

natural (NBO) population analysis, charges in e, atoms 1 to 2: atom 1 (P): 1.33, atom 2 (F): -0.21

---

Record 4
Formula: C4H10S2
Source: the OMol25 dataset
Level of theory: ωB97M-V with the def2-TZVPD basis set

charge	0
LUMO level (alpha / beta)	-1.06 / -0.88	eV
gap between HOMO and LUMO (alpha / beta)	6.155 / 6.583	eV

```
16
C4H10S2 ωB97M-V with the def2-TZVPD basis set
S -2.428 -0.967 0.083
S 1.147 -0.805 -0.733
C -0.635 1.126 -1.637
C 0.034 0.438 -0.480
C 1.417 -1.731 0.825
C -0.055 1.222 0.792
H -0.985 0.494 -2.466
H 0.786 0.908 1.549
H -1.047 1.086 1.242
H -1.404 -1.829 0.302
H -1.522 1.768 -1.225
H 0.010 2.309 0.509
H 0.950 -2.733 0.525
H 2.501 -1.888 0.951
H 0.236 1.736 -1.974
H 0.994 -1.134 1.738
```

natural (NBO) population analysis, charges in e, atoms 1 to 2: atom 1 (S): -0.66, atom 2 (S): 0.42

---

Record 5
Formula: C2H4N4O
Source: the OMol25 dataset
Level of theory: ωB97M-V with the def2-TZVPD basis set

charge	0
LUMO level	0.63	eV
gap between HOMO and LUMO	9.147	eV
SMILES	Nc1n[nH]c(O)n1

```
11
C2H4N4O ωB97M-V with the def2-TZVPD basis set
O -2.506 0.386 0.375
N -0.862 -0.917 -0.355
N 2.241 0.235 0.273
N 0.481 -1.048 -0.425
N -0.114 1.083 0.111
C 0.897 0.155 -0.094
C -1.199 0.316 0.012
H 2.667 -0.675 0.120
H -1.448 -1.723 -0.248
H -3.005 1.190 0.212
H 2.847 0.999 0.018
```

natural (NBO) population analysis, charges in e, atoms 1 to 2: atom 1 (O): -0.68, atom 2 (N): -0.39

---

Record 6
Formula: C4H5N3O
Source: the OMol25 dataset
Level of theory: ωB97M-V with the def2-TZVPD basis set

charge	0
LUMO level	0.72	eV
gap between HOMO and LUMO	9.583	eV
SMILES	c1nc2n(n1)CCO2

```
13
C4H5N3O ωB97M-V with the def2-TZVPD basis set
O 0.688 -1.531 -0.318
N -0.400 0.436 -0.195
N -1.743 -1.388 0.134
N -1.603 0.964 -0.060
C 0.960 1.054 -0.072
C 1.674 -0.471 0.239
C -2.360 -0.113 0.011
C -0.518 -1.002 -0.206
H -3.510 -0.057 -0.077
H 1.601 -0.612 1.277
H 1.128 1.842 0.645
H 2.660 -0.603 -0.307
H 1.424 1.482 -1.069
```

natural (NBO) population analysis, charges in e, atoms 1 to 2: atom 1 (O): -0.48, atom 2 (N): -0.25

---

- What is the formula in the third record?
  CH2F2N2OP

---

- Which value of charge does entry 6 give?
  0